# 1
{
  "formula": "C24H57NOP2Si4TcTe",
  "method": "wB97M-V/def2-TZVPD",
  "species": ["Tc", "P", "P", "N", "H", "C", "H", "H", "H", "C", "H", "H", "H", "C", "H", "H", "H", "C", "H", "H", "H", "C", "H", "H", "H", "C", "H", "H", "H", "C", "C", "C", "C", "C", "C", "H", "H", "H", "H", "H", "C", "O", "C", "H", "H", "H", "C", "H", "H", "H", "C", "Si", "C", "C", "Si", "Te", "Si", "C", "C", "C", "Si", "C", "C", "C", "H", "H", "H", "H", "H", "H", "H", "H", "H", "H", "H", "H", "H", "H", "H", "H", "H", "H", "H", "H", "H", "H", "H", "H", "H", "H", "H"],
  "positions_angstrom": [[-0.09, -0.18, -0.12], [-1.27, -0.90, -1.89], [1.27, 0.76, 2.18], [1.55, 0.40, -1.07], [-1.03, 1.45, 0.08], [-2.45, 0.12, -2.92], [-2.86, -0.43, -3.78], [-1.90, 0.99, -3.29], [-3.27, 0.48, -2.30], [-2.28, -2.44, -1.62], [-2.78, -2.77, -2.54], [-3.04, -2.27, -0.84], [-1.61, -3.23, -1.27], [-0.11, -1.49, -3.21], [-0.65, -1.95, -4.05], [0.57, -2.22, -2.77], [0.47, -0.64, -3.57], [0.79, 2.52, 2.68], [1.32, 2.77, 3.59], [-0.33, 2.68, 2.90], [1.02, 3.21, 1.86], [0.77, -0.18, 3.61], [1.23, 0.24, 4.51], [1.06, -1.24, 3.48], [-0.37, -0.24, 3.83], [2.99, 0.72, 1.98], [3.36, 1.07, 2.92], [3.22, 1.36, 1.15], [3.20, -0.32, 1.78], [2.55, 0.45, -1.76], [3.94, 1.68, -3.34], [2.80, 1.61, -2.60], [3.54, -0.61, -1.75], [4.68, -0.48, -2.51], [4.89, 0.64, -3.31], [4.10, 2.55, -3.96], [2.02, 2.37, -2.58], [3.32, -1.47, -1.11], [5.41, -1.29, -2.48], [5.80, 0.72, -3.91], [-2.95, -0.61, 1.58], [-1.65, -0.99, 1.30], [-3.66, 0.27, 0.67], [-4.53, 0.70, 1.17], [-4.03, -0.31, -0.18], [-3.03, 1.08, 0.26], [-3.44, -1.22, 2.76], [-3.84, -0.42, 3.48], [-2.70, -1.87, 3.28], [-4.34, -1.79, 2.47], [-5.96, -2.29, 3.59], [-4.34, -2.18, 4.82], [-5.33, -1.78, 6.36], [-3.16, -3.67, 4.60], [-2.46, 0.50, 4.63], [-1.19, 1.19, 1.90], [-3.82, 2.22, 4.07], [-5.02, 2.19, 5.49], [-2.81, 3.71, 3.67], [-5.10, 2.37, 2.66], [-0.92, 0.33, 6.34], [-2.21, 0.38, 7.67], [-0.11, -1.35, 6.27], [-0.14, 1.98, 6.01], [-6.04, -3.36, 3.13], [-6.13, -2.33, 2.38], [-6.45, -1.30, 3.28], [-5.94, -2.71, 6.33], [-4.45, -1.71, 7.04], [-5.80, -0.86, 5.97], [-2.68, -3.72, 3.63], [-2.30, -3.64, 5.29], [-3.64, -4.67, 4.60], [-4.43, 2.26, 6.40], [-5.70, 3.04, 5.34], [-5.55, 1.24, 5.39], [-2.31, 3.52, 2.72], [-3.49, 4.56, 3.55], [-2.09, 3.88, 4.48], [-4.53, 2.57, 1.75], [-5.71, 1.46, 2.65], [-5.79, 3.21, 2.73], [-2.75, -0.55, 7.56], [-1.57, 0.42, 8.57], [-2.82, 1.27, 7.53], [0.49, -1.68, 5.42], [0.59, -1.33, 7.11], [-0.87, -2.12, 6.36], [0.21, 1.92, 4.96], [-0.82, 2.83, 6.02], [0.73, 2.10, 6.67]],
  "homo_ev": [-5.242, -5.155],
  "charge": 0,
  "multiplicity": 4,
  "gap_ev": [5.30, 4.65]
}

=====

# 2
{
  "formula": "C24H58BBrF3NO12Si",
  "method": "wB97M-V/def2-TZVPD",
  "species": ["C", "N", "C", "B", "O", "C", "F", "Br", "O", "C", "O", "C", "F", "F", "C", "C", "Si", "C", "C", "C", "C", "C", "C", "C", "C", "H", "H", "H", "H", "H", "H", "H", "H", "H", "H", "H", "H", "H", "H", "H", "H", "H", "H", "H", "H", "H", "H", "C", "O", "H", "H", "H", "H", "C", "O", "H", "H", "H", "H", "C", "O", "H", "H", "H", "H", "C", "O", "H", "H", "H", "H", "C", "O", "H", "H", "H", "H", "C", "O", "H", "H", "H", "H", "C", "O", "H", "H", "H", "H", "C", "O", "H", "H", "H", "H", "C", "O", "H", "H", "H", "H"],
  "positions_angstrom": [[1.75, -1.10, 2.43], [2.13, -0.73, 1.03], [1.02, -0.96, 0.04], [2.74, 0.62, 0.92], [4.19, 0.67, 0.75], [1.93, 2.05, 1.05], [2.96, 3.07, 1.18], [1.04, 2.48, -0.72], [1.00, 2.09, 2.14], [0.15, 3.24, 2.10], [0.49, 4.41, 1.90], [-1.44, 2.99, 2.40], [-2.12, 4.22, 2.08], [-1.66, 2.75, 3.80], [-1.95, 1.80, 1.46], [-3.56, 1.73, 1.48], [-4.16, 0.95, -0.20], [-4.52, 2.40, -1.38], [-2.83, -0.28, -0.91], [-5.71, -0.10, 0.26], [-5.77, -1.61, -0.09], [-7.00, -2.47, 0.31], [-8.15, -1.75, 1.09], [-8.10, -0.21, 1.42], [-6.86, 0.63, 1.02], [1.74, -0.22, 3.16], [2.56, -1.82, 2.81], [0.76, -1.71, 2.49], [1.23, -0.45, -0.97], [0.02, -0.66, 0.51], [1.01, -2.10, -0.19], [4.40, 1.28, 0.00], [-1.59, 1.97, 0.39], [-1.54, 0.82, 1.89], [-4.07, 2.75, 1.58], [-3.87, 1.06, 2.35], [-5.05, 2.06, -2.34], [-3.49, 2.82, -1.72], [-5.08, 3.28, -0.89], [-1.76, 0.11, -0.77], [-2.97, -0.41, -2.05], [-2.91, -1.29, -0.36], [-4.92, -2.13, -0.64], [-7.03, -3.59, 0.07], [-9.03, -2.42, 1.41], [-8.97, 0.26, 2.00], [-6.86, 1.74, 1.30], [7.16, -0.58, 2.95], [6.16, -0.14, 3.84], [7.85, -1.25, 3.48], [6.70, -1.13, 2.12], [7.72, 0.27, 2.57], [5.57, 0.45, 3.34], [-11.16, -0.03, -1.42], [-9.85, -0.57, -1.46], [-11.76, -0.48, -2.22], [-11.62, -0.25, -0.46], [-11.12, 1.05, -1.58], [-9.35, -0.16, -0.75], [4.46, 0.75, 7.09], [5.86, 0.59, 7.22], [4.07, 1.21, 7.99], [4.24, 1.40, 6.23], [3.99, -0.23, 6.94], [6.18, 0.18, 6.40], [7.32, -0.56, -1.43], [7.56, 0.48, -0.50], [8.27, -0.99, -1.73], [6.71, -1.34, -0.96], [6.81, -0.16, -2.31], [6.70, 0.84, -0.24], [2.83, -5.33, -0.69], [2.38, -4.04, -1.06], [2.57, -6.04, -1.48], [3.92, -5.32, -0.56], [2.35, -5.64, 0.24], [2.62, -3.44, -0.35], [-11.89, 4.29, -2.57], [-11.46, 3.33, -1.62], [-12.43, 3.78, -3.37], [-12.55, 5.02, -2.10], [-11.02, 4.80, -3.00], [-10.99, 3.81, -0.92], [7.60, -0.14, -5.13], [7.85, -1.40, -4.52], [7.14, 0.53, -4.40], [8.55, 0.30, -5.47], [6.93, -0.26, -5.98], [8.25, -1.96, -5.19], [0.76, 0.70, -3.76], [1.00, -0.56, -3.16], [0.30, 1.37, -3.03], [1.70, 1.13, -4.10], [0.08, 0.58, -4.61], [1.40, -1.13, -3.82], [9.09, -3.88, -1.96], [8.99, -2.88, -0.96], [8.14, -3.95, -2.48], [9.87, -3.60, -2.68], [9.33, -4.84, -1.51], [9.85, -2.83, -0.51]],
  "homo_ev": -8.826,
  "charge": 0,
  "multiplicity": 1,
  "gap_ev": 8.32
}

=====

# 3
{
  "formula": "C24H58Br3FN3O18S",
  "method": "wB97M-V/def2-TZVPD",
  "species": ["C", "C", "C", "Br", "N", "C", "C", "C", "O", "C", "O", "C", "C", "C", "C", "C", "S", "O", "O", "O", "N", "C", "Br", "C", "C", "Br", "C", "C", "O", "N", "C", "O", "F", "C", "C", "C", "C", "C", "O", "C", "O", "H", "H", "H", "H", "H", "H", "H", "H", "H", "H", "H", "H", "H", "H", "H", "H", "H", "H", "H", "H", "H", "H", "H", "H", "H", "H", "H", "H", "H", "H", "H", "H", "H", "H", "H", "H", "H", "H", "H", "H", "O", "H", "H", "O", "H", "H", "O", "H", "H", "O", "H", "H", "O", "H", "H", "O", "H", "H", "O", "H", "H", "O", "H", "H", "O", "H", "H"],
  "positions_angstrom": [[-1.62, 3.17, 2.02], [-1.48, 1.62, 2.07], [-0.05, 1.21, 1.67], [1.16, 1.43, 3.22], [0.11, -0.02, 0.96], [-0.14, -0.03, -0.47], [-0.50, 1.26, -1.19], [-1.74, 1.06, -2.07], [-2.83, 0.84, -1.15], [-4.08, 0.86, -1.71], [-4.92, 0.10, -1.37], [1.04, -0.82, -1.12], [2.18, 0.00, -1.73], [2.84, 1.06, -0.81], [2.74, 2.52, -1.26], [3.11, 2.76, -2.74], [2.25, 4.22, -3.31], [2.41, 5.22, -2.29], [2.67, 4.65, -4.62], [0.71, 3.81, -3.32], [1.47, -1.97, -0.21], [2.84, -1.97, 0.43], [3.58, -3.77, 0.02], [2.97, -1.61, 1.93], [3.58, -2.67, 2.86], [4.23, -0.09, 2.07], [0.29, -2.42, 0.67], [0.54, -3.78, 1.34], [0.84, -3.97, 2.47], [0.38, -4.90, 0.44], [-0.42, -5.91, 1.06], [-1.58, -6.05, 0.87], [0.27, -6.69, 1.86], [-0.40, -1.28, 1.50], [-0.46, -1.47, 3.02], [-1.62, -2.44, 3.35], [-3.00, -1.72, 3.33], [-3.99, -2.36, 4.31], [-4.51, -1.36, 5.21], [-5.73, -0.88, 4.82], [-6.76, -1.45, 4.99], [-2.21, 3.49, 1.17], [-0.66, 3.68, 2.03], [-2.15, 3.51, 2.91], [-1.72, 1.31, 3.08], [-2.17, 1.20, 1.33], [0.33, 2.01, 1.05], [-1.02, -0.67, -0.66], [-0.79, 2.07, -0.51], [0.27, 1.69, -1.84], [-1.93, 1.97, -2.64], [-1.63, 0.19, -2.72], [-4.23, 1.66, -2.45], [0.59, -1.32, -1.99], [1.79, 0.41, -2.66], [2.96, -0.71, -2.05], [2.39, 0.99, 0.18], [3.90, 0.82, -0.68], [3.43, 3.11, -0.65], [1.76, 2.95, -1.06], [4.16, 2.96, -2.90], [2.81, 1.95, -3.40], [0.19, 4.63, -3.29], [1.55, -2.76, -0.85], [3.54, -1.37, -0.12], [2.06, -1.23, 2.37], [3.00, -3.59, 2.90], [3.54, -2.23, 3.86], [4.63, -2.84, 2.65], [-0.46, -2.64, -0.10], [-0.15, -4.64, -0.38], [-1.46, -1.34, 1.23], [-0.69, -0.55, 3.54], [0.45, -1.87, 3.46], [-1.43, -2.82, 4.36], [-1.68, -3.26, 2.63], [-3.41, -1.88, 2.33], [-2.90, -0.65, 3.49], [-4.84, -2.81, 3.80], [-3.52, -3.16, 4.89], [-5.70, 0.11, 4.34], [6.38, -1.68, -0.55], [5.61, -2.22, -0.33], [7.13, -2.27, -0.48], [1.01, 4.69, -6.90], [1.52, 4.36, -7.64], [1.55, 4.53, -6.11], [2.00, -6.47, 4.39], [1.58, -6.44, 3.53], [1.51, -7.13, 4.89], [-1.36, 6.20, 2.46], [-0.90, 7.00, 2.18], [-1.79, 6.45, 3.28], [-1.87, 5.32, -6.34], [-0.94, 5.11, -6.51], [-1.85, 6.04, -5.71], [-3.26, -5.46, -1.71], [-2.82, -5.78, -2.51], [-2.64, -5.63, -0.99], [-5.44, -2.82, 1.43], [-5.62, -2.62, 0.50], [-6.22, -3.33, 1.71], [1.42, 7.83, -4.89], [1.36, 7.23, -5.65], [2.11, 7.46, -4.34], [2.35, 1.52, -5.50], [1.43, 1.47, -5.80], [2.77, 2.09, -6.16]],
  "homo_ev": -12.284,
  "charge": 1,
  "e_above_lowest_kj_mol": 0.0,
  "multiplicity": 1,
  "gap_ev": 8.80
}

=====

# 4
{
  "formula": "C24H58BrN24O12PS2",
  "method": "wB97M-V/def2-TZVPD",
  "species": ["C", "C", "C", "C", "C", "C", "C", "C", "C", "Br", "C", "C", "N", "C", "S", "P", "S", "N", "C", "O", "H", "H", "H", "H", "H", "H", "H", "H", "H", "H", "H", "H", "H", "H", "N", "C", "N", "O", "H", "H", "H", "H", "N", "C", "N", "O", "H", "H", "H", "H", "N", "C", "N", "O", "H", "H", "H", "H", "N", "C", "N", "O", "H", "H", "H", "H", "N", "C", "N", "O", "H", "H", "H", "H", "N", "C", "N", "O", "H", "H", "H", "H", "N", "C", "N", "O", "H", "H", "H", "H", "N", "C", "N", "O", "H", "H", "H", "H", "N", "C", "N", "O", "H", "H", "H", "H", "N", "C", "N", "O", "H", "H", "H", "H", "N", "C", "N", "O", "H", "H", "H", "H"],
  "positions_angstrom": [[-1.80, 4.84, 0.84], [-0.95, 5.22, -0.42], [0.25, 4.40, -0.68], [1.06, 4.69, -1.86], [0.73, 5.78, -2.80], [-0.47, 6.57, -2.49], [-1.32, 6.33, -1.33], [-2.59, 7.19, -1.03], [-3.81, 6.93, -1.99], [-3.99, 8.38, -3.35], [-5.16, 6.92, -1.14], [-6.11, 5.77, -1.71], [-6.20, 4.61, -0.72], [-6.30, 3.52, -1.29], [-5.92, 2.09, -1.93], [-7.89, 6.18, -2.12], [-8.14, 6.84, -3.95], [-5.39, 5.16, -2.85], [-3.98, 5.53, -2.69], [-3.18, 4.75, -3.13], [-1.21, 4.31, 1.63], [-2.31, 5.71, 1.32], [-2.63, 4.15, 0.48], [0.55, 3.57, -0.01], [1.97, 4.06, -2.09], [1.34, 6.02, -3.69], [-0.74, 7.39, -3.21], [-2.83, 7.09, 0.06], [-2.28, 8.26, -1.18], [-5.03, 6.67, -0.05], [-5.73, 7.89, -1.08], [-8.67, 4.98, -2.02], [-8.40, 7.19, -1.25], [-5.61, 5.63, -3.75], [-1.57, -0.44, -0.97], [-1.85, 0.01, 0.28], [-2.86, 0.93, 0.35], [-1.24, -0.37, 1.27], [-2.06, -0.13, -1.79], [-0.83, -1.11, -1.06], [-3.09, 1.28, 1.26], [-3.36, 1.25, -0.45], [0.01, -5.19, -2.33], [0.15, -4.33, -1.31], [-0.37, -4.75, -0.12], [0.70, -3.24, -1.43], [-0.43, -6.09, -2.25], [0.39, -4.91, -3.22], [-0.28, -4.12, 0.66], [-0.82, -5.63, 0.01], [2.64, -8.65, 1.79], [1.90, -7.76, 1.09], [1.67, -6.59, 1.74], [1.47, -7.99, -0.04], [3.00, -8.47, 2.72], [2.84, -9.53, 1.35], [1.12, -5.90, 1.25], [2.01, -6.38, 2.66], [2.43, -8.35, 6.88], [3.34, -8.50, 5.89], [4.62, -8.63, 6.32], [3.03, -8.52, 4.71], [2.66, -8.33, 7.86], [1.47, -8.26, 6.61], [5.33, -8.74, 5.61], [4.89, -8.61, 7.29], [-3.71, 9.56, -6.73], [-2.73, 10.52, -6.78], [-2.55, 11.08, -8.00], [-2.08, 10.84, -5.80], [-4.26, 9.28, -7.52], [-3.87, 9.13, -5.84], [-1.83, 11.80, -8.09], [-3.07, 10.83, -8.82], [5.14, 2.33, -0.12], [4.55, 2.99, -1.16], [5.42, 3.56, -2.04], [3.34, 3.06, -1.29], [6.13, 2.26, 0.00], [4.53, 1.90, 0.55], [5.02, 4.05, -2.82], [6.41, 3.51, -1.96], [5.68, -7.24, 11.26], [5.96, -7.70, 10.01], [7.19, -7.35, 9.53], [5.17, -8.37, 9.37], [6.32, -6.69, 11.81], [4.79, -7.48, 11.64], [7.43, -7.67, 8.61], [7.85, -6.80, 10.05], [-0.59, -9.89, 7.79], [-0.45, -9.00, 8.81], [-0.97, -9.42, 10.00], [0.10, -7.92, 8.68], [-1.04, -10.78, 7.88], [-0.22, -9.62, 6.90], [-0.88, -8.79, 10.78], [-1.42, -10.30, 10.14], [-0.80, 13.42, -11.30], [-0.27, 12.61, -10.34], [0.79, 11.87, -10.73], [-0.72, 12.56, -9.20], [-0.45, 13.48, -12.23], [-1.59, 13.99, -11.04], [1.21, 11.26, -10.05], [1.18, 11.89, -11.66], [-1.39, -12.08, 2.06], [-0.42, -11.13, 1.92], [-0.31, -10.62, 0.66], [0.28, -10.77, 2.84], [-1.98, -12.39, 1.32], [-1.51, -12.48, 2.98], [0.39, -9.91, 0.50], [-0.89, -10.91, -0.11], [2.73, -1.49, -1.50], [3.96, -1.82, -1.97], [4.95, -0.92, -1.68], [4.17, -2.84, -2.61], [2.54, -0.66, -0.98], [1.96, -2.13, -1.70], [5.87, -1.13, -2.01], [4.79, -0.08, -1.16]],
  "homo_ev": -8.112,
  "charge": 0,
  "e_above_lowest_kj_mol": 186.3,
  "multiplicity": 1,
  "gap_ev": 7.97
}